1.
6
Properties=species:S:1:pos:R:3:forces:R:3:lowdin_charge:R:1 method="wB97M-V/def2-TZVPD" energy_ha=-1021.7502 orbital_gap_ev="6.7368 / 8.5401" multiplicity=5 homo_ha="-0.2449 / -0.3213" lumo_ha="0.0026 / -0.0075" de_lowest_ev=0.875
H -0.472 -1.610 -0.007 0.9 0.3 -0.6 0.04
H -1.682 0.973 -0.097 0.3 -0.4 0.8 0.03
C -0.693 0.581 0.178 0.9 -0.8 -1.8 -0.30
V 1.290 1.226 0.264 0.0 -1.2 -0.3 0.45
C -0.135 -0.569 -0.094 -0.5 1.3 1.2 -0.24
H 1.692 -0.601 -0.243 -1.6 0.7 0.6 0.03

=====

2.
6
Properties=species:S:1:pos:R:3:forces:R:3:lowdin_charge:R:1 method="wB97M-V/def2-TZVPD" energy_ha=-78.2815 orbital_gap_ev="8.5029 / 7.6179" multiplicity=1 homo_ha="-0.3391 / -0.3372" lumo_ha="-0.0267 / -0.0572" de_lowest_ev=7.753
C -0.928 -0.170 -0.312 1.1 1.6 0.7 0.09
H -0.666 0.516 0.466 -0.1 0.7 0.0 -0.06
H 1.849 0.530 -0.032 0.9 0.5 -2.9 -0.17
H -0.214 -0.364 -1.052 0.7 -0.2 -1.2 -0.03
C 1.535 0.382 0.941 -0.7 -0.5 3.1 0.21
H -1.576 -0.893 -0.011 -1.9 -2.1 0.4 -0.04

=====

3.
60
Properties=species:S:1:pos:R:3:forces:R:3:lowdin_charge:R:1 method="wB97M-V/def2-TZVPD" energy_ha=-1777.5552 orbital_gap_ev=8.8593 multiplicity=1 homo_ha=-0.3282 lumo_ha=-0.0026 de_lowest_ev=0.000
H -0.040 -2.550 -2.104 -0.4 0.1 0.0 0.02
H -2.759 -0.846 0.873 -0.4 0.4 0.1 0.04
C 1.656 1.337 -2.186 0.7 0.5 0.5 -0.38
O -4.616 0.477 -1.285 -0.2 0.1 -0.3 -0.05
H -1.416 3.417 -0.017 0.1 0.1 -0.6 -0.01
H 1.772 -1.947 -3.133 -0.2 -0.1 -0.1 0.06
O -0.998 -2.456 -1.796 0.4 0.3 0.1 -0.07
H 1.053 2.233 -2.236 -0.3 0.2 0.2 0.02
H 1.282 2.180 2.990 0.1 0.3 0.0 0.05
S 1.916 0.746 -0.477 0.3 0.0 -0.4 0.79
H 1.638 -2.474 2.092 0.2 0.0 0.2 0.00
H -4.227 0.317 -0.407 0.4 -0.2 0.4 0.00
H -1.482 -0.685 3.123 0.2 -0.5 0.1 0.06
O 1.576 -1.065 3.152 0.2 0.0 0.4 -0.09
H 3.422 -1.095 1.929 0.1 0.1 -0.1 -0.01
H 1.932 -1.315 4.017 0.0 0.0 -0.1 0.10
O 3.071 -3.045 -0.581 -0.4 0.8 0.1 -0.07
H -5.179 1.235 -1.123 -0.3 0.2 -0.2 0.06
O -2.373 0.689 -2.718 -0.8 0.9 -0.2 -0.06
H 1.243 0.669 3.277 0.0 0.3 0.2 0.01
H -1.587 2.288 1.889 0.0 0.0 0.2 0.01
H -1.133 -2.736 -0.160 0.0 -0.2 0.1 0.03
O -1.627 3.030 -1.735 -0.4 -1.5 0.0 -0.08
H -3.286 0.713 -2.332 0.1 -0.3 0.1 0.05
H -1.518 0.896 -4.218 0.0 0.1 -0.3 -0.02
O 4.273 -1.271 1.511 0.0 0.1 0.3 -0.07
H 2.179 3.374 0.741 -0.3 0.2 0.1 0.03
O -0.871 1.000 -4.939 0.4 0.5 0.7 -0.07
H 0.601 -1.247 3.212 -0.2 -0.1 0.1 0.02
O 1.514 4.066 0.564 0.8 -0.5 -0.3 -0.06
H -1.487 -3.079 -2.332 -0.2 -0.2 -0.2 0.07
O 1.452 -2.736 -2.675 0.5 0.5 0.3 -0.06
H 3.627 -3.813 -0.560 0.4 -0.6 0.0 0.07
H -1.970 -0.109 -2.415 0.5 -1.1 0.5 0.04
H -0.242 3.848 0.928 0.0 -0.1 -0.2 0.01
O -3.333 -0.074 1.042 0.1 -1.0 -0.5 -0.05
H 0.328 0.107 1.115 -0.1 0.0 0.4 0.00
O -1.028 -1.555 3.178 -0.2 0.9 0.1 -0.04
H -0.383 1.290 -0.032 0.2 -0.4 0.3 0.03
H -1.473 3.555 -2.515 0.0 0.2 -0.4 0.05
H 0.548 -3.141 1.261 -0.3 -0.1 -0.1 0.00
H -1.176 0.444 -5.638 -0.3 -0.5 -0.7 0.02
H 2.638 1.588 -2.622 -0.3 -0.3 0.3 0.05
H -1.210 -1.992 2.330 0.0 0.0 -0.1 0.01
H 1.190 0.594 -2.788 -0.4 -0.7 -0.5 0.00
H -0.786 1.502 2.949 -0.4 0.0 -0.1 0.00
H -1.619 -3.731 0.962 -0.2 -0.4 0.0 0.08
H 4.049 -1.674 0.667 -0.1 0.0 -0.2 -0.01
O 0.831 1.525 3.527 0.3 -0.3 0.0 -0.04
C 0.243 0.391 0.080 -0.5 0.4 -0.8 -0.40
O -1.658 1.508 2.492 0.0 -0.1 0.1 -0.11
H 2.065 -2.784 -1.887 -0.2 -0.3 -0.3 0.02
H 1.439 3.976 -0.397 -0.2 0.2 0.1 0.05
O 1.466 -3.253 1.542 0.5 -0.1 -0.2 -0.05
O -1.185 3.631 0.892 -0.4 0.1 0.9 -0.06
O -1.126 -2.926 0.818 -0.2 0.4 -0.2 -0.07
H 2.487 -3.088 0.224 0.1 -0.3 -0.1 0.02
H -0.231 -0.430 -0.468 0.2 0.1 0.0 0.02
H -1.894 2.093 -2.052 0.6 1.6 0.3 0.03
H -2.765 0.538 1.535 0.4 0.4 0.4 0.00

=====

4.
68
Properties=species:S:1:pos:R:3:forces:R:3:lowdin_charge:R:1 method="wB97M-V/def2-TZVPD" energy_ha=-1757.9124 orbital_gap_ev=8.1334 multiplicity=1 total_charge=-2 homo_ha=-0.1250 lumo_ha=0.1739 de_lowest_ev=1.826
H 13.937 -24.910 1.095 -0.1 1.6 0.7 -0.03
H 9.852 -27.468 4.009 -0.1 -0.1 0.1 -0.01
H 11.979 -24.627 7.882 0.5 1.0 0.4 -0.05
O 12.177 -25.511 8.166 0.6 -0.1 0.3 -0.07
O 11.931 -26.852 1.860 -0.3 0.2 0.1 -0.10
H 9.803 -24.616 6.177 -0.8 -0.8 -0.4 -0.04
O 11.989 -24.765 3.321 0.7 0.1 0.6 -0.38
H 12.874 -23.000 6.601 0.8 -1.4 -0.7 0.03
O 10.417 -23.380 1.413 -0.8 1.3 -2.0 -0.02
O 13.859 -23.735 5.076 1.7 1.4 1.7 -0.04
H 10.979 -23.229 4.529 0.1 -0.3 -0.4 -0.02
H 12.011 -22.119 7.175 -1.9 4.1 -0.1 0.01
H 10.918 -24.093 1.754 1.2 -1.4 1.5 -0.01
H 9.396 -26.154 0.109 -0.7 1.1 -0.8 0.00
H 7.931 -26.257 3.856 -0.3 -0.2 0.9 -0.01
O 7.287 -23.805 5.194 -1.0 1.6 -0.5 -0.05
H 13.119 -23.861 4.501 -1.0 0.0 -1.4 -0.03
H 14.595 -26.136 1.430 1.4 -1.5 2.4 -0.01
H 9.471 -24.187 4.084 0.7 1.8 -1.5 0.10
O 8.626 -21.489 6.012 0.4 1.4 1.2 -0.07
O 10.973 -22.283 4.627 1.2 0.7 -0.6 -0.02
H 14.422 -26.720 4.249 0.0 -0.1 -0.1 0.06
O 9.171 -25.693 5.116 -1.8 -2.1 1.8 -0.37
H 13.146 -23.290 1.025 -0.6 0.6 -0.8 0.02
H 6.368 -26.404 6.727 -0.6 0.1 0.0 0.02
O 7.097 -26.395 3.372 0.2 -0.3 -0.9 -0.07
H 8.735 -24.000 1.524 1.4 0.9 0.4 -0.05
H 8.117 -22.223 5.686 -0.7 -1.3 -0.5 -0.02
H 7.327 -27.091 2.731 -0.1 0.2 0.3 0.05
O 13.513 -23.378 1.890 1.2 0.4 -0.1 -0.05
C 11.326 -25.345 4.422 -0.7 -0.2 -4.1 -0.25
H 12.837 -23.831 2.427 -0.4 -0.1 0.6 -0.02
H 7.279 -23.524 4.268 -0.3 -0.2 0.0 0.06
H 10.095 -26.478 6.241 -1.2 -0.4 -0.5 0.01
H 10.417 -28.599 3.099 0.2 0.2 0.1 0.02
H 10.123 -27.911 6.917 -0.9 -3.0 -0.9 0.02
H 11.430 -25.905 7.728 -0.6 -1.3 0.2 -0.04
H 10.316 -22.084 5.276 -1.2 0.3 0.7 -0.02
O 12.264 -22.966 7.343 1.4 -2.1 0.6 -0.02
H 8.487 -21.576 6.972 0.3 0.0 -0.5 0.06
H 7.785 -26.496 6.443 1.1 0.1 -0.5 -0.02
O 9.481 -26.913 0.653 -1.8 -1.5 -1.0 -0.03
O 9.779 -24.109 6.991 -0.2 0.8 1.0 -0.04
O 7.093 -27.012 6.844 -0.5 -0.3 0.5 -0.05
C 9.842 -25.180 4.061 0.5 -1.5 1.3 -0.34
O 12.555 -28.202 6.295 1.3 1.6 -0.9 -0.03
H 13.497 -25.629 3.729 -0.6 0.7 -0.2 -0.02
O 12.618 -28.916 3.704 0.3 -1.0 0.3 -0.08
H 14.254 -22.858 4.886 -0.6 -0.9 -0.3 0.08
H 10.564 -23.570 6.946 0.4 0.4 0.3 -0.02
H 12.449 -28.272 3.035 0.1 0.9 -1.6 -0.04
H 7.857 -25.102 2.085 -0.4 -0.5 0.3 -0.03
H 10.173 -26.656 1.211 2.3 0.0 1.6 -0.06
O 14.190 -25.734 0.711 -0.7 -0.3 -3.1 -0.03
O 9.829 -28.416 3.837 -0.6 -0.2 0.2 -0.04
O 7.950 -24.485 1.360 -1.7 -0.2 -0.9 -0.06
H 12.406 -29.066 6.603 -0.6 -1.5 0.6 0.03
H 11.786 -27.635 6.430 -0.2 0.0 0.7 -0.01
H 12.356 -28.412 4.478 0.2 -0.4 0.8 -0.04
H 8.060 -24.368 5.241 0.7 -1.4 0.5 -0.03
H 11.650 -26.413 4.526 -0.6 0.5 0.1 0.12
H 11.838 -26.109 2.527 0.2 -0.1 -0.4 0.00
H 12.711 -26.494 1.391 -0.1 -0.5 -0.3 0.02
H 9.488 -25.717 3.171 1.0 0.4 -0.8 0.10
O 14.233 -26.183 3.473 1.3 -0.9 0.1 -0.04
O 10.221 -27.018 7.056 1.0 2.8 1.3 -0.04
H 11.566 -24.847 5.304 0.3 0.7 2.0 0.08
H 10.376 -23.592 0.463 -0.1 0.3 0.4 0.07

=====

5.
9
Properties=species:S:1:pos:R:3:forces:R:3:lowdin_charge:R:1 method="wB97M-V/def2-TZVPD" energy_ha=-5280.9780 orbital_gap_ev="8.7460 / 8.7467" multiplicity=1 total_charge=+1 homo_ha="-0.5095 / -0.5095" lumo_ha="-0.1881 / -0.1881" de_lowest_ev=2.715
N 0.483 -0.055 -0.629 -2.0 1.2 -1.7 -0.08
Br -1.967 1.656 -0.020 1.4 -1.2 -0.5 0.75
C -0.946 0.007 -0.197 1.4 0.5 3.4 -1.12
H 0.636 -0.913 -1.183 0.5 0.6 -0.2 0.18
H 0.558 0.886 -1.136 0.9 -1.8 0.4 0.20
H 0.986 -0.928 1.240 0.3 -2.4 1.0 0.06
H 1.352 0.930 1.095 -1.0 -1.4 -0.3 0.14
Br -1.964 -1.546 0.059 0.7 0.2 -0.4 0.80
C 0.862 -0.036 0.771 -2.3 4.2 -1.8 0.07

=====

6.
9
Properties=species:S:1:pos:R:3:forces:R:3:lowdin_charge:R:1 method="wB97M-V/def2-TZVPD" energy_ha=-5388.7012 orbital_gap_ev=11.6198 multiplicity=1 total_charge=+1 homo_ha=-0.5719 lumo_ha=-0.1449 de_lowest_ev=0.709
C 0.466 0.119 0.111 0.9 -1.0 -0.3 -1.07
H -0.241 -1.914 0.139 0.0 0.4 -0.2 0.10
H -0.027 -1.222 -1.499 -0.1 0.1 0.4 0.10
Br 0.315 1.713 -0.970 0.5 -0.6 -2.3 0.84
H 1.550 -0.114 0.154 -0.8 0.2 0.0 0.07
Na -0.213 2.665 1.099 -0.7 3.3 1.3 0.24
C -0.359 -1.002 -0.471 -0.4 -0.3 -0.2 -0.20
H -1.428 -0.732 -0.496 0.4 -0.1 0.0 0.09
Br -0.064 0.486 1.933 0.1 -2.1 1.3 0.84

=====

7.
8
Properties=species:S:1:pos:R:3:forces:R:3:lowdin_charge:R:1 method="wB97M-V/def2-TZVPD" energy_ha=-3112.7878 orbital_gap_ev=11.2079 multiplicity=1 smiles=ClCCBr homo_ha=-0.3854 lumo_ha=0.0265 de_lowest_ev=0.699
H 1.070 -0.685 -0.873 -0.2 1.1 0.5 0.07
H 0.147 0.142 1.614 -1.7 -1.0 -2.6 0.11
H -0.093 0.407 -1.526 -1.8 -0.1 -1.6 0.02
Cl 1.185 1.691 -0.311 1.0 0.9 0.3 0.58
C 0.391 0.179 -0.644 0.9 -2.0 2.1 -0.73
Br -0.874 -2.100 0.601 -0.1 1.2 0.1 0.56
C -0.491 -0.135 0.610 3.2 -0.2 0.9 -0.64
H -1.335 0.501 0.529 -1.2 0.0 0.4 0.03

=====

8.
11
Properties=species:S:1:pos:R:3:forces:R:3:lowdin_charge:R:1 method="wB97M-V/def2-TZVPD" energy_ha=-3276.5906 orbital_gap_ev="7.2761 / 7.2818" multiplicity=1 total_charge=+1 homo_ha="-0.5387 / -0.5386" lumo_ha="-0.2713 / -0.2710" de_lowest_ev=3.908
H 1.130 0.042 2.120 1.6 -0.1 0.4 0.14
Cl 1.480 1.824 -0.463 -1.1 -1.9 0.6 0.55
C -0.964 0.228 -0.297 0.0 -1.2 2.5 -0.17
H -1.103 1.174 -0.661 -0.7 2.1 -1.7 0.09
Br -1.419 -0.059 3.619 -0.2 -0.3 1.3 0.98
N 0.474 0.204 0.150 3.4 -1.3 -1.2 -0.34
N 0.395 0.156 1.478 -2.3 -0.5 -0.3 0.00
H 1.237 -1.072 -0.679 -1.4 3.0 2.0 0.40
N -1.758 0.037 0.867 -0.2 0.1 1.4 0.09
C -1.011 -0.031 1.883 1.1 1.1 -2.8 -0.85
H -1.161 -0.629 -0.846 -0.1 -1.0 -2.1 0.12

=====

9.
9
Properties=species:S:1:pos:R:3:forces:R:3:lowdin_charge:R:1 method="wB97M-V/def2-TZVPD" energy_ha=-3187.8958 orbital_gap_ev="7.6205 / 7.6460" multiplicity=1 homo_ha="-0.3302 / -0.3310" lumo_ha="-0.0501 / -0.0500" de_lowest_ev=3.495
H -1.721 0.097 -0.906 0.3 -0.7 0.3 0.05
C 1.194 0.693 0.139 1.5 -0.1 -2.4 -0.36
Cl -2.434 -0.897 1.164 0.1 0.3 -0.4 0.61
Br -0.497 -2.208 -0.675 0.2 0.6 -0.2 0.74
H 1.267 0.802 -1.064 -0.5 -0.8 2.1 0.11
C -1.417 -0.676 -0.185 1.0 1.9 1.5 -1.03
O -0.016 0.944 0.677 -2.0 -2.1 -1.0 -0.24
H 1.913 1.487 0.351 0.0 0.4 0.7 0.06
H 1.712 -0.241 0.498 -0.6 0.4 -0.5 0.06

=====

10.
9
Properties=species:S:1:pos:R:3:forces:R:3:lowdin_charge:R:1 method="wB97M-V/def2-TZVPD" energy_ha=-2827.6599 orbital_gap_ev=7.4861 multiplicity=1 homo_ha=-0.3205 lumo_ha=-0.0454 de_lowest_ev=1.985
H -1.387 -1.208 -0.078 -2.1 -1.2 1.3 0.07
H 0.226 -1.381 -0.701 -1.1 0.8 0.7 0.13
Br 2.068 1.315 -1.295 -1.3 -0.7 1.0 -0.21
O 0.461 -0.051 1.462 -1.1 0.3 -2.0 0.10
F -0.657 1.603 0.362 0.4 -1.3 0.1 0.12
H 0.924 0.537 2.103 -0.7 0.3 -1.2 0.17
C -0.669 -0.671 -0.575 4.6 -0.8 0.3 -0.01
H -0.840 -0.540 -1.596 -0.8 1.5 -1.2 0.08
C -0.126 0.395 0.318 2.0 1.0 1.2 -0.44